No. 1
Below is C9H17N3O5 in the gas phase at a distorted geometry, with properties calculated with ωB97M-V/def2-TZVPD.

Geometry as XYZ:
```
34
C9H17N3O5 ωB97M-V/def2-TZVPD
C 2.3605 2.1825 0.4876
C 2.7570 1.1849 -0.6512
O 4.1228 1.2308 -0.9597
C 2.2426 -0.1957 -0.4212
N 0.8149 -0.3566 -0.1857
C 0.0449 -1.4222 -0.4433
O 0.4557 -2.5454 -0.8004
C -1.4773 -1.2751 -0.3492
N -2.0546 -2.4129 -1.0885
C -2.1672 -1.0919 1.0814
C -3.4076 -0.1095 0.8781
C -2.6868 1.1933 0.3263
N -3.2287 1.9415 -0.7056
O -1.5774 1.5442 0.6381
C 2.9863 -1.0537 0.5697
O 4.1806 -1.1083 0.4435
O 2.2302 -1.5460 1.5276
H 1.2222 2.3533 0.4933
H 2.7920 3.1819 0.1408
H 2.7418 2.0123 1.4904
H 2.1308 1.5211 -1.4736
H 4.6046 0.6814 -0.2923
H 2.4237 -0.7187 -1.4304
H 0.2313 0.5588 -0.1187
H -1.6996 -0.3831 -0.8298
H -1.3071 -2.7260 -1.7297
H -2.9262 -2.2298 -1.5165
H -1.5700 -0.4229 1.6649
H -2.4606 -2.0758 1.4875
H -4.0067 0.0479 1.7732
H -3.9232 -0.5134 0.0224
H -2.5827 2.4252 -1.3052
H -4.1529 2.2086 -0.7508
H 2.8866 -2.0807 2.0272
```

Results
Frontier orbital gap ... 9.563 eV
HOMO ... -9.04 eV
Energy relative to the best compared isomer or geometry (same formula, charge and spin) ... 51.7 kcal per mole

=====

No. 2
Below is 2 unconnected molecules or ions with the total composition C3H11N2 at a distorted geometry, with properties calculated with ωB97M-V/def2-TZVPD.

Geometry as XYZ:
```
16
C3H11N2 ωB97M-V/def2-TZVPD
N -2.5811 0.8498 0.8153
H -3.4324 0.7405 0.3201
H -2.4785 0.1693 1.5373
H -1.7133 0.6297 0.0119
H -2.5139 1.8087 1.1304
C -0.5678 0.7262 -1.0653
C 0.5237 0.3272 -0.3332
N 1.0916 -0.8940 -0.3286
C 2.2187 -1.1591 0.5627
H -0.9021 0.1066 -1.8763
H -0.8824 1.7447 -1.1389
H 0.8828 0.9848 0.4588
H 0.9494 -1.4824 -1.1242
H 2.9510 -0.3286 0.5397
H 1.8464 -1.3096 1.5789
H 2.6826 -2.0701 0.2727
```

Results
Frontier orbital gap ... 9.435 eV
HOMO ... -12.70 eV
Net charge ... +1
Energy relative to the best compared isomer or geometry (same formula, charge and spin) ... 29.4 kcal per mole

=====

No. 3
Below is a molecular structure, C33H32N4O2S2SbSeTc at a distorted geometry, with properties calculated with ωB97M-V/def2-TZVPD.

Geometry as XYZ:
```
76
C33H32N4O2S2SbSeTc ωB97M-V/def2-TZVPD
Tc 0.0364 -0.0134 0.0329
O -4.2560 0.2306 -3.3217
C -3.9454 -1.0677 -3.2081
C -4.8416 -1.9776 -3.7607
C -4.5874 -3.3280 -3.6990
C -3.4294 -3.8269 -3.0820
C -2.5469 -2.9499 -2.5225
C -2.7865 -1.5526 -2.5627
C -1.8603 -0.6711 -1.9251
O -0.8380 -1.1973 -1.1921
N -1.9641 0.6263 -1.9608
N -1.0027 1.2227 -1.1425
C -0.9722 2.5567 -1.1515
S 0.2588 3.3927 -0.2993
C -0.6104 4.9927 -0.3636
C -1.3310 5.0529 -1.6961
S -2.1391 3.4503 -1.9958
H -3.5573 0.7804 -2.9310
H -5.7273 -1.5874 -4.2450
H -5.2946 -4.0184 -4.1416
H -3.2385 -4.8909 -3.0566
H -1.6450 -3.3148 -2.0502
H 0.1458 5.7712 -0.2778
H -1.2898 5.0518 0.4844
H -0.6568 5.2448 -2.5291
H -2.1136 5.8102 -1.6874
C 4.8539 4.3015 -0.4819
C 4.5048 3.8187 -1.7367
C 3.7877 2.6331 -1.8558
C 3.4458 1.9412 -0.6976
C 3.7743 2.4264 0.5682
C 4.4848 3.6123 0.6696
Sb 2.5249 0.0661 -0.9117
C 3.6996 -1.3501 0.1030
C 4.1791 -2.4400 -0.6178
C 5.0516 -3.3234 0.0070
C 5.4227 -3.1205 1.3292
C 4.9200 -2.0391 2.0468
C 4.0498 -1.1494 1.4375
C 2.6128 -0.4149 -2.9490
C 3.8851 -0.4814 -3.5159
C 3.9977 -0.7925 -4.8632
C 2.8582 -1.0293 -5.6247
C 1.5966 -0.9577 -5.0491
C 1.4658 -0.6491 -3.7022
H 5.4220 5.2190 -0.3985
H 4.7950 4.3585 -2.6288
H 3.5189 2.2606 -2.8365
H 3.4971 1.8944 1.4700
H 4.7617 3.9932 1.6445
H 3.8941 -2.6041 -1.6496
H 5.4420 -4.1681 -0.5452
H 6.1090 -3.8081 1.8059
H 5.2143 -1.8858 3.0770
H 3.6701 -0.3082 2.0042
H 4.7778 -0.2978 -2.9283
H 4.9787 -0.8508 -5.3164
H 2.9570 -1.2716 -6.6748
H 0.7140 -1.1440 -5.6475
H 0.4810 -0.6013 -3.2572
C -2.7345 1.0497 2.6860
N -2.3587 -0.3719 2.7189
C -3.2216 -1.4049 2.9754
C -2.4845 -2.5451 3.0060
N -1.1824 -2.1928 2.7718
C -0.0403 -3.1237 2.7834
C -1.1117 -0.8619 2.5971
Se 0.4970 0.1392 2.3614
H -3.8050 1.1199 2.8492
H -2.4902 1.4825 1.7187
H -2.2144 1.5879 3.4744
H -4.2771 -1.2493 3.1256
H -2.7804 -3.5654 3.1865
H -0.4205 -4.1212 2.9776
H 0.6557 -2.8446 3.5705
H 0.4665 -3.1137 1.8217
```

Results
Frontier orbital gap (spin up / spin down) ... 5.055 / 4.656 eV
HOMO (spin up / spin down) ... -15.40 / -15.39 eV
Expectation value of S² ... 3.8017
Multiplicity ... 4
Net charge ... +3

=====

No. 4
Below is a molecular structure, C22H37BeClO2PSi, with properties calculated with ωB97M-V/def2-TZVPD.

Geometry as XYZ:
```
65
C22H37BeClO2PSi ωB97M-V/def2-TZVPD
Be 0.0693 2.1797 0.0565
C 4.7224 0.4651 1.1504
C 4.2184 0.7511 -0.2717
C 4.3941 -0.4995 -1.1394
C 5.0292 1.9063 -0.8754
C 2.7958 1.1321 -0.2165
C 1.6162 1.4275 -0.1872
H 5.7955 0.2522 1.1431
H 4.1992 -0.3946 1.5732
H 4.5355 1.3218 1.7987
H 5.4530 -0.7675 -1.2093
H 4.0111 -0.3244 -2.1459
H 3.8519 -1.3408 -0.7114
H 6.0943 1.6574 -0.8984
H 4.8902 2.8147 -0.2882
H 4.6937 2.1118 -1.8929
Cl -0.4215 6.0315 2.5997
C 0.5782 5.5411 1.2047
C 0.2894 4.1313 0.7414
O 0.1799 3.1781 1.5479
O 0.2207 3.8999 -0.4950
H 1.6187 5.5928 1.5188
H 0.3986 6.2363 0.3920
C -2.5183 2.0167 -2.1987
Si -2.1088 1.7862 -0.3430
C -2.9670 3.3066 0.4532
C -3.3217 0.4080 0.2079
C -4.3084 -0.1186 -0.6265
C -5.2253 -1.0654 -0.1750
C -5.1753 -1.5129 1.1359
C -4.1949 -1.0122 1.9871
C -3.2847 -0.0755 1.5222
H -3.5451 2.3590 -2.3634
H -2.3724 1.0907 -2.7647
H -1.8407 2.7625 -2.6226
H -4.0474 3.3130 0.2812
H -2.5486 4.2292 0.0376
H -2.7926 3.3330 1.5325
H -4.3699 0.2147 -1.6565
H -5.9797 -1.4536 -0.8505
H -5.8903 -2.2448 1.4933
H -4.1374 -1.3634 3.0113
H -2.5136 0.2890 2.1935
C -2.3402 -3.6305 -0.3873
C -1.0399 -3.5454 0.4139
P -0.3584 -1.8253 0.3612
C 1.1692 -2.0298 1.3901
C 2.0612 -3.2618 1.2402
C 0.2345 -1.7075 -1.3910
C 0.8894 -2.8981 -2.0884
H -2.8454 -4.5879 -0.2391
H -2.1462 -3.5182 -1.4568
H -3.0280 -2.8346 -0.0950
H -0.3194 -4.2869 0.0593
H -1.2378 -3.7601 1.4688
H 0.8085 -1.9734 2.4227
H 1.7370 -1.1130 1.2203
H 1.5042 -4.1892 1.3871
H 2.8656 -3.2423 1.9819
H 2.5291 -3.3100 0.2594
H 0.8974 -0.8395 -1.3968
H -0.6537 -1.4028 -1.9550
H 1.8799 -3.1125 -1.6886
H 1.0105 -2.6897 -3.1549
H 0.2910 -3.8077 -2.0019
```

Results
Frontier orbital gap ... 7.149 eV
HOMO ... -4.34 eV
Net charge ... -1
Energy relative to the best compared isomer or geometry (same formula, charge and spin) ... 4.1 kcal per mole

=====

No. 5
Below is C8H6F6O in the gas phase at a distorted geometry, with properties calculated with ωB97M-V/def2-TZVPD.

Geometry as XYZ:
```
21
C8H6F6O ωB97M-V/def2-TZVPD
C 0.5584 2.1279 -1.2270
C -0.2318 1.0333 -0.5959
C -1.6704 1.1131 -0.7977
O -2.5902 0.5745 -0.3132
F -2.0084 2.0765 -1.7333
C 0.4006 0.0905 0.1366
C 1.8324 0.0283 0.3558
C -0.3785 -1.0994 0.4760
C -1.0183 -1.7416 -0.4538
F -1.7797 -2.7602 -0.2084
F -0.9358 -1.4009 -1.6820
C -0.2746 -1.6686 1.8833
F 0.2473 -0.6326 2.6998
F -1.4292 -1.9609 2.3721
F 0.5727 -2.6487 1.9896
H -0.0450 2.8108 -1.9077
H 1.3586 1.6171 -1.8682
H 1.0772 2.6028 -0.4145
H 2.2827 -0.1212 -0.6171
H 1.8376 -0.9493 0.8838
H 2.1944 0.9085 1.0217
```

Results
Frontier orbital gap ... 9.422 eV
HOMO ... -9.67 eV
Energy relative to the best compared isomer or geometry (same formula, charge and spin) ... 34.4 kcal per mole

=====

No. 6
Below is 19 unconnected molecules or ions with the total composition H38O19 at a distorted geometry, with properties calculated with ωB97M-V/def2-TZVPD.

Geometry as XYZ:
```
57
H38O19 ωB97M-V/def2-TZVPD
O 1.3649 -3.3655 -2.6198
H 2.2904 -3.5197 -2.3709
H 1.3312 -4.3422 -2.5551
O -1.1695 -2.6541 -4.2115
H -0.5975 -2.3596 -3.4921
H -1.7837 -1.9102 -4.2251
O 1.8348 0.2770 2.6552
H 0.9501 -0.0692 2.7283
H 2.4407 -0.3552 3.0563
O 1.9665 0.7283 -0.6096
H 1.3194 0.1895 -1.1239
H 2.8062 0.2611 -0.5804
O -0.5775 -4.5187 1.0723
H 0.3430 -4.7678 0.9879
H -0.6977 -3.7426 1.6481
O -3.2776 -1.2942 2.2842
H -3.2966 -0.9145 3.1659
H -3.7520 -2.1221 2.1997
O -2.2982 2.7203 -0.2654
H -2.5624 1.7737 -0.4081
H -1.8720 3.1512 -1.0037
O -2.0797 0.1543 -0.3292
H -2.2413 -0.4229 0.4258
H -1.2284 0.5936 -0.2877
O -0.3526 3.2690 -2.4645
H 0.6444 3.1103 -2.1365
H -0.6583 2.3193 -2.4197
O -0.3369 1.0107 -3.6706
H -0.2267 0.0550 -3.7962
H 0.6019 1.2456 -3.7688
O 3.3600 1.8797 1.2156
H 3.2143 1.2833 1.9670
H 2.5238 2.0798 0.7981
O -0.0748 -2.0937 2.1838
H 0.1995 -1.6282 1.3909
H -0.8254 -1.6170 2.5668
O 2.0442 2.5294 -2.1176
H 2.6966 3.1398 -1.7387
H 2.0067 1.8376 -1.3991
O -1.4411 -3.5019 -1.2284
H -1.1680 -4.3033 -1.6668
H -1.1834 -3.4500 -0.2896
O -1.4293 3.3498 2.2302
H -2.2316 3.0031 1.8151
H -0.9152 3.3342 1.4156
O -1.1927 1.0452 3.9567
H -1.3994 1.9482 3.6758
H -0.2450 0.9389 3.8862
O 2.2997 -1.6770 0.4814
H 1.9305 -0.7799 0.6117
H 3.2362 -1.5884 0.6889
O 0.9657 3.6888 2.2408
H 0.3180 3.9693 2.8882
H 1.7376 3.2535 2.6021
O 0.0688 -0.9755 -1.1666
H -0.7290 -0.9445 -1.7070
H 0.1621 -1.9423 -1.0715
```

Results
Frontier orbital gap (spin up / spin down) ... 10.405 / 3.915 eV
HOMO (spin up / spin down) ... -13.68 / -13.68 eV
Expectation value of S² ... 0.7560
Multiplicity ... 2
Net charge ... +1
Energy relative to the best compared isomer or geometry (same formula, charge and spin) ... 0.0 kcal per mole